Record 1
10
Properties=species:S:1:pos:R:3:mulliken_charge:R:1 method="wB97M-V/def2-TZVPD" homo_energy_ev=-10.3 de_lowest_kj_mol=60.97 homo_lumo_gap_ev=10.239 smiles="[H]/N=N/[H].N=C=O.F" charge=0
C -2.0309 -0.5996 -0.0950 0.52
N -2.3689 -0.4074 -1.2132 -0.39
N 1.3984 0.6470 -0.3441 -0.41
N 0.3781 0.8749 0.2965 -0.10
O -1.7586 -0.8809 0.9590 -0.37
F 2.4969 -0.7563 1.6594 -0.43
H 0.6941 1.1882 1.2839 0.26
H -2.2327 0.0360 -2.0609 0.25
H 1.2164 0.2308 -1.3677 0.24
H 2.2070 -0.3328 0.8821 0.43

Record 2
13
Properties=species:S:1:pos:R:3:mulliken_charge:R:1 method="wB97M-V/def2-TZVPD" homo_energy_ev=-6.7 de_lowest_kj_mol=384.74 homo_lumo_gap_ev=7.448 charge=0
C 0.9985 -0.9770 -0.0746 -0.95
N -0.1289 -0.2325 -0.6438 0.06
C -0.6330 -0.6679 -1.7833 -0.37
C -0.5590 0.8662 0.0066 -0.35
C -0.2997 1.1677 1.3497 -0.60
C -0.1976 1.5400 2.4975 0.12
H 0.7791 -1.2059 0.9681 0.36
H 1.9016 -0.3663 -0.1238 0.32
H 1.1338 -1.9015 -0.6347 0.31
H -0.1007 -1.4162 -2.3480 0.19
H -1.5318 -0.2052 -2.1673 0.22
H -1.2605 1.4832 -0.5358 0.29
H -0.1017 1.9154 3.4893 0.41

Record 3
65
Properties=species:S:1:pos:R:3:mulliken_charge:R:1 method="wB97M-V/def2-TZVPD" s_squared=0.77 multiplicity=2 homo_energy_ev="-18.5 / -19.6" de_lowest_kj_mol=0.00 homo_lumo_gap_ev="5.714 / 6.766" charge=+4
Ir 1.9394 1.1343 1.2216 0.97
C 6.5248 2.0896 -0.6726 -0.80
N 5.4973 3.0274 -0.1888 0.12
C 5.7576 4.3347 0.1720 -0.62
C 4.5912 4.8954 0.5425 -0.34
N 3.6021 3.9282 0.3723 0.27
C 4.1922 2.7918 -0.0703 0.36
S 3.4423 1.2667 -0.4395 -0.39
C 2.2183 4.1749 0.5836 0.77
C 1.7452 5.4593 0.3854 -0.84
C 0.4322 5.7546 0.7111 -0.53
C -0.3758 4.7444 1.2140 -0.88
C 0.1503 3.4791 1.3234 0.15
N 1.4311 3.1712 1.0125 -0.09
H 6.6891 2.2479 -1.7364 0.36
H 6.1930 1.0705 -0.4925 0.33
H 7.4416 2.2782 -0.1215 0.35
H 6.7549 4.7425 0.1495 0.49
H 4.3840 5.8714 0.9444 0.52
H 2.3941 6.2193 -0.0255 0.54
H 0.0499 6.7577 0.5718 0.49
H -1.3999 4.9295 1.5058 0.45
H -0.4613 2.6622 1.6848 0.44
C -6.2581 -5.0204 -4.0616 -1.33
C -5.8158 -4.0388 -3.0547 0.67
C -6.6032 -2.8805 -2.7887 -0.73
C -6.2303 -1.9891 -1.8365 -0.60
C -5.0367 -2.2051 -1.0808 1.01
N -4.7585 -1.3052 -0.0928 -0.01
C -3.8957 -1.5045 1.0278 0.11
O -4.3344 -1.5423 2.1308 -0.44
N -2.5088 -1.6529 0.7816 -0.05
C -1.7044 -0.7041 0.1335 0.53
C -1.9883 -0.1612 -1.1201 -0.01
C -1.1151 0.7574 -1.6737 -1.33
C 0.0343 1.1242 -1.0011 -0.10
N 0.3183 0.5877 0.1987 -0.18
C -0.5252 -0.3019 0.7605 -0.47
C -4.2218 -3.3387 -1.3537 -0.08
C -4.6144 -4.2251 -2.3105 -0.97
H -6.4831 -4.5200 -5.0091 0.39
H -7.2101 -5.4630 -3.7402 0.38
H -5.5381 -5.8166 -4.2259 0.38
H -7.5171 -2.7273 -3.3488 0.49
H -6.8434 -1.1213 -1.6236 0.43
H -5.5498 -0.7273 0.1783 0.28
H -2.0994 -2.0036 1.6407 0.26
H -2.8745 -0.4576 -1.6626 0.40
H -1.3121 1.1899 -2.6451 0.49
H 0.7388 1.8324 -1.4081 0.50
H -0.2453 -0.7009 1.7270 0.42
H -3.3235 -3.5155 -0.7798 0.49
H -4.0186 -5.1072 -2.5058 0.38
C 3.8371 -3.3108 3.8205 -0.79
N 3.2684 -2.4911 2.7362 0.04
C 3.0175 -2.9258 1.4557 -0.71
C 2.5011 -1.8727 0.7752 -0.36
N 2.4349 -0.7919 1.6381 -0.10
C 2.9142 -1.2148 2.8180 -0.02
H 3.1571 -4.1276 4.0476 0.35
H 3.9706 -2.6881 4.7001 0.30
H 4.7991 -3.7029 3.5010 0.36
H 3.2348 -3.9339 1.1444 0.49
H 2.1957 -1.8100 -0.2555 0.53
H 3.0101 -0.6227 3.7150 0.44

Record 4
58
Properties=species:S:1:pos:R:3:mulliken_charge:R:1 method="wB97M-V/def2-TZVPD" homo_energy_ev=-1.7 homo_lumo_gap_ev=2.100 charge=-1
C 1.3638 -2.4508 1.9638 -1.05
C 2.3216 -2.1995 0.8140 -0.62
I 4.0773 -1.1322 1.4707 0.07
C 1.7540 -1.6560 -0.4838 -1.00
N 0.9575 -0.4156 -0.4902 0.63
C -0.1334 -0.3557 -1.3126 -0.09
N -0.0375 -0.3554 -2.5844 -0.50
I 1.9314 -0.0684 -3.6536 -0.57
N -1.4502 -0.2213 -0.7067 0.25
P -1.5571 -1.6616 0.2472 0.01
O -2.2298 -1.1894 1.6523 -0.49
I -3.4977 -2.8124 -0.8493 -0.23
C -1.4301 1.1250 -0.0562 2.27
C -1.3881 2.1609 -1.2303 -1.74
N -0.0744 2.7478 -1.4506 -0.27
C -2.7245 1.4811 0.6910 -1.64
C -3.9812 1.0067 -0.0155 -0.02
C -5.2630 1.5448 0.5941 -0.76
C -5.3286 3.0573 0.7220 -0.56
N -6.6938 3.5838 0.8741 -0.70
C -0.2415 1.3224 0.8953 -2.55
C 1.0771 0.5634 0.5695 -0.14
N 2.0819 1.5951 0.1802 -0.54
H 1.9414 -2.8236 2.7994 0.46
H 0.7135 -3.2670 1.6689 0.34
H 0.8059 -1.5761 2.2669 0.14
H 2.7212 -3.1679 0.5564 0.65
H 1.1543 -2.4488 -0.9193 0.51
H 2.5927 -1.5520 -1.1642 0.44
H -0.9265 -0.2771 -3.0764 0.33
H -1.6470 -1.4070 2.3889 0.37
H -2.1294 2.9409 -1.0642 0.32
H -1.6743 1.6838 -2.1563 0.42
H 0.1076 3.4890 -0.7890 0.22
H -0.0389 3.1765 -2.3649 0.25
H -2.7956 2.5597 0.7698 0.69
H -2.7027 1.1307 1.7147 0.50
H -4.0136 -0.0735 0.0559 -0.31
H -3.9339 1.2331 -1.0752 0.37
H -5.4773 1.0634 1.5437 0.32
H -6.0758 1.2480 -0.0675 0.43
H -4.8348 3.5500 -0.1085 0.28
H -4.8080 3.3478 1.6290 0.23
H -7.1675 3.4336 -0.0107 0.28
H -7.1790 2.9758 1.5249 0.30
H -0.0017 2.3608 1.0470 0.36
H -0.5811 0.9624 1.8652 0.68
H 1.4407 0.1795 1.5120 0.50
H 2.7817 1.6328 0.9106 0.31
H 2.5677 1.2659 -0.6468 0.34
O 8.6249 -4.3132 0.1473 -0.57
C 7.5243 -3.7082 -0.0068 0.03
C 7.3872 -3.1142 -1.6602 -0.22
O 6.2839 -2.5060 -1.7968 -0.46
H 7.3483 -2.8008 0.6097 0.11
H 6.5974 -4.3105 0.1109 0.16
H 7.5427 -4.0317 -2.2631 0.23
H 8.3175 -2.5261 -1.7923 0.24

Record 5
49
Properties=species:S:1:pos:R:3:mulliken_charge:R:1 method="wB97M-V/def2-TZVPD" s_squared=3.79 multiplicity=4 homo_energy_ev="-11.0 / -10.9" de_lowest_kj_mol=46.37 homo_lumo_gap_ev="6.669 / 5.739" charge=+1
Tc 0.6632 -0.9309 0.1755 0.13
F -6.3386 1.8536 0.0640 -0.27
C -5.2537 1.0921 0.0817 0.61
C -3.9854 1.6724 0.1202 -0.27
F -3.8446 2.9962 0.1486 -0.28
C -2.8554 0.8661 0.1371 -0.54
F -1.6449 1.4446 0.1792 0.05
C -2.9446 -0.5259 0.1251 0.99
S -1.6100 -1.6213 0.2800 -0.12
C -4.2291 -1.0871 0.0813 0.16
F -4.3527 -2.4113 0.0641 -0.30
C -5.3701 -0.2999 0.0633 0.25
F -6.5679 -0.8699 0.0367 -0.27
Cl -1.4684 -0.5557 3.3674 -0.12
C 0.2374 -0.7178 3.4307 1.08
C 0.9679 -0.8287 2.2456 -1.35
C 2.3524 -0.9013 2.4021 1.80
Cl 3.1454 -0.9743 0.8631 -0.08
C 3.0287 -0.9094 3.6048 -0.53
Cl 4.7355 -1.0187 3.6696 -0.17
C 2.2556 -0.8256 4.7729 0.80
Cl 3.0165 -0.8492 6.3027 -0.14
C 0.8628 -0.7203 4.6820 -0.20
Cl -0.0698 -0.5900 6.1136 -0.15
O 0.6213 -0.8526 -1.8448 -0.54
C 0.7534 0.0390 -2.7493 0.51
C 0.5150 -0.2857 -4.1080 -0.79
C 0.7453 0.6226 -5.1057 -0.54
C 1.2226 1.9025 -4.8030 -0.81
C 1.4054 2.2734 -3.4912 -0.78
C 1.1584 1.3805 -2.4370 0.45
C 1.2482 1.7977 -1.0682 0.32
N 0.9289 1.0966 0.0434 0.70
C 1.0775 1.9523 1.0993 -0.73
C 1.5008 3.1618 0.6478 -0.93
N 1.6071 3.0485 -0.7016 -0.05
H 0.1474 -1.2776 -4.3148 0.48
H 0.5636 0.3497 -6.1322 0.43
H 1.4337 2.6037 -5.5954 0.42
H 1.7443 3.2780 -3.2879 0.32
H 0.8444 1.6574 2.1002 0.58
H 1.7307 4.0627 1.1751 0.48
H 1.9081 3.7699 -1.3368 0.18
C 1.6334 -4.0710 -0.4111 -0.69
O 0.7889 -3.2074 0.3423 -0.21
H 1.0510 -4.8264 -0.9414 0.34
H 2.3489 -4.5657 0.2522 0.29
H 2.1728 -3.4629 -1.1349 0.23
H 0.1174 -3.7351 0.7917 0.25

Record 6
80
Properties=species:S:1:pos:R:3:mulliken_charge:R:1 method="wB97M-V/def2-TZVPD" homo_energy_ev=-6.3 de_lowest_kj_mol=31.44 homo_lumo_gap_ev=6.557 charge=0
Ag -0.0687 -0.2596 -0.6023 0.65
C -1.2916 -1.5618 2.1366 -0.91
P -0.9059 0.1716 1.6816 0.13
C -2.3186 1.1414 2.3099 0.41
C -2.7639 1.0232 3.6261 -0.39
C -3.8441 1.7663 4.0720 -0.76
C -4.4896 2.6428 3.2072 -0.44
C -4.0512 2.7726 1.8995 -0.61
C -2.9697 2.0225 1.4547 -0.20
C 0.4659 0.6449 2.7833 0.59
C 0.8114 -0.0662 3.9298 0.23
C 1.8691 0.3568 4.7220 -0.83
C 2.5920 1.4890 4.3760 -0.30
C 2.2631 2.1950 3.2277 -0.80
C 1.2099 1.7699 2.4326 -0.45
C -0.1759 -2.4396 1.6525 -0.09
C 0.4348 -3.5216 2.2633 -1.19
C 1.3889 -4.0028 1.3363 -0.71
C 1.2991 -3.1831 0.2231 -0.16
C 2.1330 -3.1937 -1.0098 -0.94
P 3.5693 -2.0180 -1.1711 -0.43
C 4.2226 -1.9369 0.5321 0.26
C 5.5613 -2.2612 0.7343 -0.62
C 6.1161 -2.2347 2.0080 -0.64
C 5.3292 -1.8814 3.0927 -0.67
C 3.9910 -1.5565 2.9048 -0.97
C 3.4369 -1.5855 1.6360 1.15
C 2.7854 -0.3608 -1.2884 0.58
C 1.7261 -0.1392 -2.1955 -1.00
C 1.1615 1.1309 -2.3320 -0.24
C 1.6975 2.2195 -1.6357 -0.47
C 2.7713 2.0165 -0.7931 -0.66
C 3.2953 0.7386 -0.6077 -0.22
N 0.3449 -2.2323 0.4101 0.66
H -2.2417 -1.7787 1.6334 0.54
H -1.4638 -1.6837 3.2071 0.49
H -2.2565 0.3516 4.3095 0.27
H -4.1829 1.6667 5.0954 0.41
H -5.3320 3.2256 3.5573 0.37
H -4.5471 3.4596 1.2253 0.40
H -2.6165 2.1232 0.4335 0.39
H 0.2785 -0.9718 4.1882 0.13
H 2.1353 -0.2060 5.6083 0.41
H 3.4193 1.8133 4.9945 0.40
H 2.8346 3.0700 2.9437 0.41
H 0.9700 2.3021 1.5185 0.43
H 0.1986 -3.9282 3.2368 0.46
H 2.0666 -4.8339 1.4693 0.46
H 1.5196 -3.0461 -1.9057 0.26
H 2.5998 -4.1746 -1.1337 0.54
H 6.1753 -2.5354 -0.1163 0.35
H 7.1595 -2.4888 2.1478 0.38
H 5.7560 -1.8607 4.0882 0.40
H 3.3686 -1.2847 3.7496 0.45
H 2.3904 -1.3331 1.5030 0.01
H 1.3641 -0.9482 -2.8208 0.32
H 0.3615 1.2825 -3.0470 0.54
H 1.2701 3.2055 -1.7669 0.41
H 3.2041 2.8506 -0.2541 0.42
H 4.1151 0.6033 0.0857 0.37
C -2.6922 0.4332 -6.8516 -1.08
C -3.3581 -0.2847 -5.6909 -0.41
N -2.4162 -0.6259 -4.6234 -0.09
C -2.5826 -0.3937 -3.3005 0.36
S -1.9693 -1.4854 -2.1737 -0.56
N -3.2331 0.7103 -2.8813 -0.06
C -3.3385 1.9964 -3.5647 -0.47
C -4.7734 2.4699 -3.7166 -1.21
H -3.4143 0.6223 -7.6471 0.34
H -1.8847 -0.1713 -7.2669 0.32
H -2.2611 1.3872 -6.5448 0.28
H -3.8133 -1.2131 -6.0457 0.42
H -4.1673 0.3034 -5.2665 0.10
H -1.8934 -1.4759 -4.7664 0.30
H -3.3155 0.7311 -1.8764 0.15
H -2.8297 1.9223 -4.5220 0.20
H -2.7769 2.7329 -2.9819 0.45
H -5.3763 1.7771 -4.3051 0.30
H -4.7978 3.4470 -4.2019 0.36
H -5.2488 2.5703 -2.7396 0.31

Record 7
88
Properties=species:S:1:pos:R:3:mulliken_charge:R:1 method="wB97M-V/def2-TZVPD" s_squared=3.79 multiplicity=4 homo_energy_ev="-18.0 / -18.0" de_lowest_kj_mol=0.00 homo_lumo_gap_ev="5.698 / 5.020" charge=+4
Re 0.9483 0.1799 1.3057 1.28
O -2.9989 0.1899 8.6614 -0.43
C -3.2425 0.0605 7.3429 0.43
O -4.3642 -0.0106 6.9190 -0.47
C -2.0824 0.1222 6.4068 -0.11
C -1.1648 1.1861 6.3262 -0.69
C -0.2038 1.2126 5.3306 -0.30
C -0.1705 0.1817 4.3637 0.26
C -1.0854 -0.8613 4.3760 -0.56
C -2.0277 -0.8536 5.4075 -0.79
N 0.9293 0.1609 3.4551 -0.12
C 2.0969 0.2310 3.9928 -0.06
C 3.2765 0.4355 3.1636 0.60
C 4.5694 0.3348 3.6448 -0.76
C 5.6452 0.5885 2.7836 -0.40
C 5.3285 1.0174 1.4985 -0.75
C 3.9924 1.0662 1.0617 0.09
N 2.9909 0.7376 1.8668 -0.14
H -2.0602 0.0820 8.8965 0.38
H -1.1392 1.9696 7.0285 0.55
H 0.4857 2.0429 5.2702 0.57
H -0.9696 -1.6745 3.6897 0.64
H -2.8137 -1.6202 5.4346 0.47
H 2.2328 0.1690 5.0980 0.55
H 4.7479 0.1047 4.7138 0.46
H 6.7029 0.6095 3.1077 0.47
H 6.1056 1.2416 0.7917 0.45
H 3.7494 1.1925 0.0104 0.39
N -2.9126 -1.2180 0.5686 0.21
C -3.1371 -2.6096 0.9068 0.22
C -4.4077 -3.0863 0.9124 -0.57
C -4.6515 -4.3751 1.3441 -0.82
C -3.6147 -5.1152 1.8604 -0.66
C -2.3363 -4.6118 1.9285 -0.64
C -2.0629 -3.3743 1.3856 0.68
S -0.3769 -2.8239 0.9864 0.01
N -0.6432 -1.1158 1.0590 0.09
C -1.8128 -0.5270 0.8299 0.77
C -1.7958 0.9836 0.9394 0.29
C -2.8819 1.8440 0.8197 -0.76
C -2.7453 3.2208 0.9981 -0.68
C -1.4819 3.7245 1.3475 -1.10
C -0.4070 2.8347 1.4978 -0.34
N -0.5878 1.5111 1.2840 -0.24
H -3.7423 -0.6304 0.4257 0.12
H -5.2344 -2.4110 0.6658 0.45
H -5.6407 -4.8413 1.2570 0.45
H -3.7997 -6.1251 2.1594 0.49
H -1.4860 -5.2294 2.3384 0.43
H -3.8515 1.4772 0.5115 0.50
H -3.6318 3.8506 0.8285 0.52
H -1.3254 4.7536 1.4752 0.61
H 0.5549 3.1939 1.7679 0.68
S 1.4299 0.5720 -0.9280 -0.26
Sb 1.0688 0.2311 -3.4153 1.54
C -0.2595 -1.4177 -3.7735 0.31
C -0.2909 -1.9580 -5.0696 -0.43
C -1.2333 -2.9183 -5.3855 -0.85
C -2.0719 -3.4179 -4.3993 -0.68
C -2.0496 -2.8914 -3.1260 -0.22
C -1.1515 -1.8921 -2.7838 0.22
C 3.0078 -0.0482 -4.1037 0.72
C 3.3442 -1.2553 -4.7073 -0.39
C 4.5749 -1.2932 -5.3874 -0.71
C 5.4267 -0.2049 -5.3809 -0.45
C 5.0799 0.9700 -4.7512 -0.68
C 3.8580 1.0739 -4.1280 -0.64
C 0.3483 2.1934 -3.9022 0.82
C -0.1147 2.2857 -5.1998 -0.76
C -0.5233 3.5186 -5.6679 -0.61
C -0.5475 4.6394 -4.8373 -0.58
C -0.1084 4.5300 -3.5226 -0.56
C 0.2802 3.2816 -3.0389 -0.34
H 0.4092 -1.5463 -5.8108 0.42
H -1.2433 -3.3441 -6.3720 0.42
H -2.7661 -4.2191 -4.6688 0.41
H -2.7597 -3.2446 -2.3809 0.43
H -1.1374 -1.4189 -1.7887 0.00
H 2.6416 -2.0860 -4.7225 0.55
H 4.8884 -2.2328 -5.8765 0.39
H 6.4140 -0.1881 -5.9164 0.37
H 5.7524 1.7763 -4.7446 0.49
H 3.6074 2.0156 -3.6561 0.38
H -0.0546 1.4189 -5.8532 0.33
H -0.8794 3.5675 -6.6903 0.42
H -0.8597 5.5792 -5.2105 0.46
H -0.1502 5.3620 -2.8324 0.42
H 0.6031 3.1652 -2.0139 0.34

Record 8
73
Properties=species:S:1:pos:R:3:mulliken_charge:R:1 method="wB97M-V/def2-TZVPD" s_squared=0.75 multiplicity=2 homo_energy_ev="-10.8 / -10.9" de_lowest_kj_mol=45.47 homo_lumo_gap_ev="8.222 / 8.441" charge=+1
Ti 0.7854 -0.7528 -0.0870 0.02
C 2.8912 -2.9342 -0.6396 -0.74
C 3.4432 -2.0087 0.4527 -0.62
N 2.3566 -1.4970 1.3464 0.08
C 1.8185 -2.4669 2.3454 -0.95
C 0.2894 -2.4872 2.3214 -0.61
N -0.1820 -2.4670 0.9045 0.61
C 0.0730 -3.7754 0.2084 -0.57
C 0.5458 -3.5557 -1.2213 -0.87
N 1.5801 -2.4790 -1.2264 -0.02
H 3.6392 -3.0157 -1.4256 0.56
H 2.7443 -3.9370 -0.2423 0.28
H 4.1931 -2.5615 1.0213 0.53
H 3.9279 -1.1508 0.0000 0.19
H 2.7272 -0.6904 1.8358 0.36
H 2.2159 -3.4534 2.1099 0.35
H 2.1708 -2.2200 3.3440 0.51
H -0.0769 -3.3733 2.8401 0.52
H -0.1065 -1.6145 2.8337 0.30
H -1.2057 -2.3630 0.9351 -0.58
H 0.8350 -4.3132 0.7694 0.28
H -0.8318 -4.3786 0.2242 0.52
H 0.9444 -4.4866 -1.6256 0.51
H -0.2754 -3.2276 -1.8516 0.24
H 1.7236 -2.1602 -2.1783 0.40
C -4.4719 -2.1765 -2.4093 -0.95
N -4.8406 -1.4023 -1.2398 0.10
C -5.4771 -0.0940 -1.3801 -0.50
C -5.7801 0.2667 0.0738 -0.63
N -4.7849 -0.5561 0.7709 -0.04
C -4.3665 -1.5874 -0.0093 0.12
S -3.4219 -2.8825 0.5489 -0.46
H -3.7411 -1.6336 -3.0094 0.30
H -5.3650 -2.3688 -3.0025 0.31
H -4.0428 -3.1182 -2.0841 0.32
H -6.3693 -0.1604 -1.9980 0.42
H -4.7765 0.6056 -1.8406 0.24
H -6.7937 -0.0228 0.3533 0.34
H -5.6424 1.3244 0.2783 0.31
H -4.7986 -0.7019 1.7662 0.30
O 5.8972 1.9416 -2.6297 -0.65
S 5.1836 2.1818 -1.4186 1.20
O 5.8659 2.5100 -0.2067 -0.65
N 4.1823 0.8855 -1.1117 -0.57
C 2.9654 1.2642 -1.1133 -0.08
O 1.9910 0.4016 -0.8291 0.09
C 2.6802 2.6892 -1.4012 0.70
C 1.4873 3.3832 -1.4018 0.01
C 1.5320 4.7406 -1.7084 -1.01
C 2.7383 5.3703 -2.0093 -0.52
C 3.9416 4.6706 -1.9874 -0.65
C 3.8750 3.3302 -1.6738 -0.27
H 0.5517 2.8861 -1.1899 0.59
H 0.6155 5.3164 -1.7192 0.43
H 2.7416 6.4229 -2.2643 0.41
H 4.8834 5.1567 -2.2076 0.46
F -1.0743 -1.2167 -2.5130 -0.31
C -0.7938 -0.2724 -1.5323 0.82
F -0.4663 0.8315 -2.2885 -0.27
F -2.0562 0.0635 -1.0620 -0.23
N -1.2807 3.8210 3.6660 -0.44
C -0.8584 2.7922 2.9029 0.93
C -1.7295 1.7663 2.5062 -0.87
C -1.2571 0.7458 1.7277 -0.34
N 0.0205 0.6437 1.3146 0.62
C 0.8569 1.6251 1.7127 -0.74
C 0.4780 2.6925 2.4781 -1.12
H -2.2448 3.9044 3.9321 0.20
H -0.6689 4.5825 3.8971 0.20
H -2.7742 1.7792 2.7907 0.40
H -1.9326 -0.0346 1.3958 0.19
H 1.8871 1.5557 1.3904 0.54
H 1.2084 3.4466 2.7406 0.42

Record 9
12
Properties=species:S:1:pos:R:3:mulliken_charge:R:1 method="wB97M-V/def2-TZVPD" homo_energy_ev="-8.6 / -8.1" homo_lumo_gap_ev="7.362 / 6.581" charge=0
C -1.8498 -1.1208 1.0082 0.34
C -1.9893 -0.1274 0.1388 -0.15
C 1.7088 -0.1533 -0.4799 -1.06
F -0.6378 -1.5648 1.4099 -0.21
F -2.7201 -1.9692 1.5482 -0.24
F -3.2032 0.2784 -0.2141 -0.21
Si 0.8552 1.4992 -0.5535 0.72
Cl 0.6087 2.2266 -2.4135 -0.16
Cl 1.3148 2.6779 0.9353 -0.13
H 1.1083 -1.0712 -0.5980 0.35
H 2.3857 -0.3173 -1.2156 0.43
H 2.4187 -0.3582 0.4342 0.31